# 1
# C41H42AsMgNO2P2S

C41H42AsMgNO2P2S as an isolated structure (wB97M-V/def2-TZVPD, the OMol25 dataset).

Summary:
Lowest unoccupied orbital energy: -5.06 eV
Net charge: +2
E_tot: -5309.07928 Eh

Geometry (Å):
H 1.963 3.471 -0.772
C 4.119 -0.946 -3.858
C 1.317 1.688 -4.639
H -0.657 -5.185 2.668
C -5.349 4.512 1.411
C -0.505 -2.816 -0.414
C -1.633 0.271 5.003
H 3.209 -1.030 -4.432
N 0.268 0.911 -4.998
H -3.357 -0.457 3.891
H 4.876 -1.683 -4.204
H 0.008 0.813 -5.964
H 1.712 4.048 1.701
C -4.454 2.331 0.865
H -2.029 1.978 1.744
H -6.595 -0.580 -1.358
H -1.629 -5.885 0.523
H 4.472 0.099 -3.955
H 3.961 -3.520 -0.714
H 1.573 0.313 3.822
H 5.908 0.099 -1.557
H 2.148 1.818 -6.603
C -0.253 0.464 5.001
C 0.977 3.421 1.183
O -0.132 -0.444 -1.913
C -0.980 -4.122 -0.554
H 4.606 -3.679 -2.392
C 1.964 2.444 -5.734
H 5.153 0.534 3.051
C 5.076 -1.632 2.804
H 0.056 2.653 -1.954
H 0.237 0.823 5.898
H -4.358 1.255 1.065
C -4.650 5.054 0.324
C -1.112 2.134 -0.213
H -5.590 -2.883 -0.933
As 3.748 -1.234 -1.895
H -2.056 -1.012 1.904
H -1.248 -4.482 -1.522
H -5.022 1.341 -1.645
C 5.636 -0.950 -1.340
C -3.271 0.260 -1.206
H 2.883 0.898 2.130
C -0.547 -4.520 1.801
C -0.141 2.957 1.865
C 0.478 0.163 3.847
H -4.676 6.141 0.144
H -3.267 4.699 -1.249
C 4.538 -0.328 2.731
S -1.064 -1.659 -1.764
C 0.084 -2.404 0.792
C 3.263 -0.105 2.206
Mg 1.361 0.780 -1.730
H 0.377 -2.901 2.859
H -2.233 0.450 5.919
C -2.278 -0.181 3.874
P 0.774 -0.796 1.155
H 2.794 -3.615 -2.066
C 1.102 3.148 -0.185
C -4.651 0.347 -1.430
C -5.518 -0.746 -1.290
H 4.601 -3.688 2.696
C -5.242 3.130 1.692
C -3.578 -2.127 -0.970
H 2.403 -3.382 1.667
C -2.718 -1.062 -1.154
P -2.549 1.908 -1.195
H -0.213 0.301 -4.337
C 4.241 -2.682 2.496
C 2.415 -1.171 1.815
H 5.679 -1.132 -0.267
C -3.708 2.878 -0.219
H 6.308 -1.677 -1.827
H -0.200 3.049 2.966
C -1.552 -0.478 2.708
H 6.096 -1.821 3.106
H 2.905 2.846 -5.358
O 1.741 1.738 -3.432
H -5.827 2.700 2.551
H 1.327 3.267 -6.065
C -3.833 4.253 -0.450
C 2.953 -2.476 1.955
H -3.144 -3.095 -0.763
C -0.034 -3.247 1.918
C -1.159 2.313 1.186
C -1.090 -4.945 0.581
C -0.151 -0.351 2.686
H -5.994 5.191 2.007
C 0.098 2.445 -0.875
C -4.958 -1.984 -1.046
C 3.798 -3.224 -1.772

=====

# 2
# C41H42P2SV

C41H42P2SV as an isolated structure (wB97M-V/def2-TZVPD, the OMol25 dataset).

Summary:
Lowest unoccupied orbital energy (spin up / spin down): -7.68 / -7.23 eV
Net charge: +2
2S+1: 2
E_tot: -3611.70805 Eh

Geometry (Å):
C 0.953 -1.433 2.243
C 1.401 -2.732 -2.869
C -0.131 -3.549 2.725
C -2.570 4.746 2.373
C -2.463 -1.062 -2.094
H -0.644 3.243 -1.994
H -3.118 0.397 -4.102
C 2.496 -2.779 -0.175
H 3.633 0.975 0.605
C -1.293 2.998 -2.840
H -1.723 -3.800 -3.975
C -2.045 2.686 3.540
S -0.994 3.075 0.982
H 0.866 1.718 3.848
C 3.363 1.511 1.516
H 2.210 -4.745 -2.993
H 5.106 -1.730 -1.179
H -3.987 6.054 3.328
C 0.146 0.455 -1.472
C 2.711 2.858 3.889
H -4.981 -3.191 -1.209
H -4.282 4.561 5.312
C 3.640 -1.538 -2.758
C -3.618 -1.537 -1.436
C 4.128 -1.233 -1.314
C 3.907 3.147 3.218
H 2.067 0.764 -0.703
H 5.166 2.684 1.513
C 1.866 -1.657 3.290
P 0.909 0.162 1.408
C 2.755 -3.964 -1.050
C -1.521 3.938 -3.843
C 1.746 -2.803 4.072
H 4.333 -0.151 -1.241
H 2.647 -0.921 3.502
C -2.365 3.628 -4.919
H -3.749 -4.659 -2.806
C 1.066 0.390 -0.407
C 0.742 -3.740 3.804
V -0.956 0.957 0.445
H 0.858 -4.517 -1.916
H -3.590 0.887 0.492
H -3.056 -0.693 1.208
H -0.969 -1.442 -3.595
H 4.592 3.892 3.623
H -3.033 2.403 5.434
H 4.013 -0.716 -3.393
H 3.212 -0.976 0.664
H -3.522 2.077 -5.894
C 1.821 1.927 3.361
C -2.919 2.345 -5.029
C -1.821 -1.857 -3.048
H -0.709 -2.244 1.086
H 3.803 -4.050 -1.372
H 1.672 -2.919 0.526
H 2.434 -2.957 4.900
H 4.149 -2.446 -3.113
C 2.147 1.246 2.166
H -1.486 1.753 3.604
H -2.561 4.378 -5.685
H 2.463 3.360 4.825
C -1.904 1.733 -2.924
C -2.904 3.066 4.574
C 2.147 -1.628 -2.970
C 4.233 2.468 2.037
H 0.647 -4.634 4.423
C -2.258 -3.163 -3.273
H 0.588 0.755 -2.432
H -2.964 0.849 2.188
H -1.034 4.915 -3.791
C -3.614 4.272 4.498
C -4.079 -2.826 -1.704
C 3.198 -1.643 -0.206
C -3.391 -3.650 -2.603
C -3.439 5.116 3.392
C -1.937 3.485 2.383
C -2.697 1.400 -4.031
C -0.040 -2.404 1.941
H 2.554 -4.857 -0.437
H 0.446 -2.781 -3.390
C -2.868 0.399 1.181
H -4.131 -0.893 -0.721
H -0.894 -4.295 2.495
H -2.391 5.403 1.532
C 1.790 -4.040 -2.257
P -1.675 0.492 -1.621
H 1.702 -0.710 -3.366

=====

# 3
# C41H43BMgN10O

C41H43BMgN10O as an isolated structure (wB97M-V/def2-TZVPD, the OMol25 dataset).

Summary:
Lowest unoccupied orbital energy (spin up / spin down): 2.17 / 2.16 eV
Net charge: -1
2S+1: 2
Energy above the lowest of the compared OMol25 structures with the same formula, charge and spin: 0.000 eV
E_tot: -2436.08283 Eh

Geometry (Å):
H 2.102 2.797 -1.094
H -0.948 -4.523 -0.163
H -3.833 -2.127 -6.311
C 4.881 -0.825 0.523
N -2.735 -0.992 -3.463
H 5.615 -1.551 0.191
C 0.926 -3.321 2.216
H -0.522 -1.974 1.653
Mg -0.091 0.528 0.111
C 1.544 -5.520 3.865
C 1.472 -3.145 -0.925
B -1.878 -0.352 -2.342
C 1.166 -0.728 1.608
C 2.356 2.207 -1.972
H -4.128 4.178 0.293
C 5.226 0.510 0.634
H -2.621 -3.213 -1.794
H 1.266 -1.143 3.749
N -0.704 0.536 -2.852
H 3.420 -2.325 0.790
C 2.866 5.230 1.787
H 6.221 0.853 0.379
H -6.476 -2.379 -3.624
C -3.287 2.307 -0.287
C 2.481 -4.526 3.633
C -0.021 -4.309 2.502
H -2.433 4.266 -0.220
C 0.520 -2.129 1.343
C 0.281 -5.400 3.303
H -1.018 -4.210 2.090
C 3.781 7.025 0.371
C -0.587 -0.129 3.542
H 1.396 -2.856 -1.974
C 0.929 4.690 -0.124
C -0.393 1.007 -4.076
N -2.296 1.772 -0.982
H 1.448 0.532 3.315
H -0.679 0.895 3.918
H 1.783 6.271 -1.253
H 4.470 2.456 1.184
H -4.502 -0.582 -1.192
H -1.757 -0.719 -5.338
H 2.996 1.385 -1.647
C 1.958 4.231 2.012
C -1.669 -0.218 2.510
H 1.787 -6.368 4.494
H 2.899 -2.648 2.703
H 2.928 2.840 -2.649
H -0.830 -0.792 4.375
H -0.476 -6.150 3.498
C 0.884 -0.366 3.069
H -0.755 2.726 0.563
N -3.849 -1.656 -3.064
C 0.264 -2.552 -0.160
C 2.583 -0.394 1.269
C -4.386 1.432 -0.230
H 0.168 4.494 -0.873
H 2.238 1.688 1.671
H -5.339 1.597 0.245
C 0.061 2.830 1.265
H -5.982 -3.288 -5.054
H 2.424 -2.797 -0.555
N -2.737 0.547 -1.404
H -2.762 -1.609 3.554
C -5.667 -2.965 -4.062
H 1.290 2.222 -4.808
N 4.546 7.871 0.181
H 1.452 -4.235 -0.872
H -5.532 -3.854 -3.445
N -0.190 -1.339 -0.814
H -1.021 0.845 -4.929
H -2.827 3.611 1.356
C 2.173 -3.437 2.827
H -3.442 -1.058 2.045
C 0.774 1.726 -4.005
C -2.597 -1.111 -4.801
C -3.165 3.667 0.320
H 2.008 3.671 2.941
C 2.841 5.987 0.602
C 1.837 5.692 -0.338
C 2.979 0.958 1.380
C -3.988 0.330 -0.946
H 3.461 -4.586 4.092
C 3.602 -1.264 0.852
C -1.727 -2.869 -1.305
C 0.947 3.881 1.058
H -0.021 2.346 2.227
N 0.228 1.004 -1.969
H 3.619 5.445 2.537
C -3.648 -1.852 -5.287
O -1.625 0.422 1.460
C -0.899 -3.484 -0.444
C 4.254 1.398 1.084
N -1.286 -1.570 -1.528
C -4.406 -2.168 -4.148
N -2.754 -0.974 2.778
C 1.137 1.677 -2.649